Entry 1:
The following is a quantum chemistry calculation of a cluster of 2 separate species, C2F2IO2 in total, from the OMol25 dataset.

Atoms and positions in Å:
C  1.1946  0.6388  0.0861
C  -0.5880  -0.4929  0.0050
O  2.0395  -0.1354  -0.1958
O  0.9462  1.7806  0.3123
F  -0.5637  -1.6453  -0.6894
F  -0.8229  -0.8852  1.2718
I  -2.2057  0.7393  -0.7901

Summary:
highest occupied orbital energy	-3.8	eV
orbital gap	6.9	eV
total charge	-1
energy relative to the best compared isomer or geometry (same formula, charge and spin)	0.288	eV
calculated total energy	-19705.77590	eV

***

Entry 2:
The following is a quantum chemistry calculation of the molecule C2F4, from the OMol25 dataset.

Atoms and positions in Å:
F  1.3415  1.0388  0.5074
C  0.5835  0.1460  -0.1601
F  1.2148  -0.5533  -1.0638
C  -0.5845  -0.0934  0.1402
F  -1.2484  0.5394  0.9555
F  -1.3069  -1.0775  -0.3792

Summary:
highest occupied orbital energy	-10.2	eV
orbital gap	11.0	eV
total charge	0
SMILES string	FC(F)=C(F)F
energy relative to the best compared isomer or geometry (same formula, charge and spin)	0.601	eV
calculated total energy	-12941.74342	eV

***

Entry 3:
The following is a quantum chemistry calculation of the molecule C2F5IO2S, from the OMol25 dataset.

Atoms and positions in Å:
C  1.7637  -0.1329  0.6861
C  0.6635  0.4151  -0.2203
O  -3.9123  -1.1896  0.3913
O  -0.4247  -0.2518  -0.2778
F  2.8117  0.6307  0.8115
F  1.0793  -0.1497  1.9018
F  2.1657  -1.4084  0.3537
F  0.4692  1.7238  0.1916
F  1.2259  0.6877  -1.5109
S  -3.4439  -1.2129  -0.9689
I  -2.3981  0.8880  -1.3580

Summary:
highest occupied orbital energy (alpha / beta)	-10.6 / -10.4	eV
orbital gap (alpha / beta)	8.0 / 7.0	eV
total charge	0
energy relative to the best compared isomer or geometry (same formula, charge and spin)	1.355	eV
calculated total energy	-38689.61051	eV

***

Entry 4:
The following is a quantum chemistry calculation of a cluster of 2 separate species, C2F6N2O3S in total, from the OMol25 dataset.

Atoms and positions in Å:
C  -2.3321  -0.6332  -0.0876
C  2.3881  -0.6798  -0.1185
N  0.1086  1.7514  0.0312
N  -0.0119  0.4280  0.6264
O  -0.6672  2.0478  -0.7819
O  0.9846  2.3477  0.5663
O  -1.1795  -0.5075  -0.6459
F  -2.3139  -1.4360  1.0165
F  -3.2253  -1.1769  -0.9204
F  -2.8679  0.5257  0.3575
F  2.1307  0.1894  -1.0798
F  3.5659  -0.4071  0.4190
F  2.4111  -1.9022  -0.6184
S  1.0089  -0.5472  1.2356

Summary:
highest occupied orbital energy (alpha / beta)	-11.4 / -11.4	eV
orbital gap (alpha / beta)	8.6 / 8.6	eV
total charge	0
energy relative to the best compared isomer or geometry (same formula, charge and spin)	2.411	eV
calculated total energy	-38330.13212	eV

***

Entry 5:
The following is a quantum chemistry calculation of a structure of composition C2F6NO3S2Sc, from the OMol25 dataset.

Atoms and positions in Å:
N  -0.1064  -0.2271  0.4617
S  -0.6546  -1.4992  -0.4862
O  -0.6638  -2.6834  0.4388
C  0.9903  -1.6789  -1.3735
F  1.9638  -1.9727  -0.5309
F  1.2789  -0.5576  -2.0116
F  0.8597  -2.6678  -2.2466
S  -0.9705  1.1234  0.5024
O  -0.7005  1.6093  1.8785
O  -2.3250  1.0590  -0.0216
C  -0.0552  2.3010  -0.6235
F  1.2129  2.3566  -0.2709
F  -0.1563  1.8682  -1.8664
F  -0.6059  3.4948  -0.5137
Sc  0.4426  -0.3143  2.7188

Summary:
<S²>	0.75
highest occupied orbital energy (alpha / beta)	-13.8 / -13.9	eV
orbital gap (alpha / beta)	7.4 / 7.4	eV
total charge	+1
energy relative to the best compared isomer or geometry (same formula, charge and spin)	0.000	eV
calculated total energy	-68372.92047	eV
2S+1	2

***

Entry 6:
The following is a quantum chemistry calculation of a structure of composition C2F6NO3S2Tm, from the OMol25 dataset.

Atoms and positions in Å:
O  1.9398  3.3767  -0.5927
Tm  0.6610  2.1220  0.5621
N  -0.2026  -1.3219  -0.3069
S  1.0728  -0.3874  -0.9614
C  2.4916  -1.0996  -0.0328
F  2.7024  -2.3597  -0.3877
F  2.3170  -1.0730  1.2825
F  3.5657  -0.3813  -0.3423
S  -1.2915  -0.6727  0.6163
O  -0.9652  0.7226  1.0888
O  -1.7933  -1.5670  1.6482
C  -2.7672  -0.3603  -0.4830
F  -2.4387  0.4890  -1.4414
F  -3.1553  -1.5024  -1.0207
F  -3.7539  0.1474  0.2338

Summary:
<S²>	3.76
highest occupied orbital energy (alpha / beta)	-14.3 / -14.3	eV
orbital gap (alpha / beta)	7.4 / 6.9	eV
total charge	+1
energy relative to the best compared isomer or geometry (same formula, charge and spin)	0.018	eV
calculated total energy	-77200.91040	eV
2S+1	4

***

Entry 7:
The following is a quantum chemistry calculation of the ion C2FN6O4 with charge -1, from the OMol25 dataset.

Atoms and positions in Å:
O  1.8153  0.9203  -0.9120
N  1.6622  0.6445  0.2907
O  2.4883  1.0897  1.0750
C  0.5151  0.0025  0.7368
C  -0.5368  -0.1840  -0.2710
N  -1.0848  -1.3770  -0.4573
N  -1.9450  -1.3331  -1.4673
N  -2.0154  -0.1729  -1.9246
N  -1.2250  0.6055  -1.2416
F  -1.5022  1.9712  -1.7236
N  0.4055  -0.5183  1.9959
O  -0.7340  -0.8323  2.3672
O  1.5075  -0.6659  2.6179

Summary:
highest occupied orbital energy	-5.5	eV
orbital gap	8.3	eV
total charge	-1
SMILES string	O=[N+]([O-])C(c1nnnn1F)=[N+]([O-])[O-]
energy relative to the best compared isomer or geometry (same formula, charge and spin)	3.038	eV
calculated total energy	-21913.48599	eV

***

Entry 8:
The following is a quantum chemistry calculation of a cluster of 2 separate species, C2H10N in total, from the OMol25 dataset.

Atoms and positions in Å:
N  -2.0305  -0.8033  -0.0432
H  -1.9778  -0.4823  0.9368
H  -1.2500  -1.4324  -0.2718
H  -2.9148  -1.3152  -0.1152
H  -1.9457  0.0360  -0.6070
C  0.8791  0.8359  -0.5511
C  1.6144  0.1618  0.5953
H  0.5752  0.1182  -1.3253
H  1.4598  1.5831  -1.0806
H  -0.1072  1.1921  -0.2315
H  2.1021  0.9369  1.1863
H  0.9628  -0.3680  1.2987
H  2.3385  -0.5840  0.2770

Summary:
highest occupied orbital energy	-15.7	eV
orbital gap	11.2	eV
total charge	+1
energy relative to the best compared isomer or geometry (same formula, charge and spin)	0.286	eV
calculated total energy	-3719.12957	eV

***

Entry 9:
The following is a quantum chemistry calculation of a cluster of 2 separate species, C2H10N2 in total, from the OMol25 dataset.

Atoms and positions in Å:
C  -1.3984  0.1799  1.5671
N  -2.0003  1.4851  1.1327
H  -2.1739  -0.5404  1.8420
H  -0.8778  0.3183  2.5147
H  -0.7502  -0.2545  0.7978
H  -1.2161  2.1306  1.0271
H  -2.1822  1.2611  0.1528
C  2.0872  -0.5379  -1.4042
N  0.7193  -0.6569  -0.8864
H  2.0895  0.3185  -2.0772
H  2.3893  -1.4180  -1.9895
H  2.8011  -0.4358  -0.5968
H  0.0567  -0.2851  -1.5471
H  0.4558  -1.5649  -0.5330

Summary:
highest occupied orbital energy	-9.1	eV
orbital gap	10.1	eV
total charge	0
SMILES string	CN.CN
energy relative to the best compared isomer or geometry (same formula, charge and spin)	0.784	eV
calculated total energy	-5215.56818	eV

***

Entry 10:
The following is a quantum chemistry calculation of a cluster of 2 separate species, C2H10N2O in total, from the OMol25 dataset.

Atoms and positions in Å:
C  0.9942  -1.4678  0.9433
N  0.9340  -0.0266  1.0751
C  -0.2448  0.5835  0.4741
N  -0.0701  1.9323  0.0120
H  1.9692  -1.8058  1.2526
H  0.1309  -1.9017  1.4522
H  0.9246  -1.8218  -0.0569
H  1.7665  0.4451  0.7525
H  -1.0279  0.5877  1.2300
H  -0.6562  -0.0637  -0.3125
H  -0.2940  2.5820  0.7447
H  0.8722  2.1651  -0.2788
O  -2.0829  -0.5999  -2.5413
H  -2.0330  0.3214  -2.2559
H  -1.1827  -0.9298  -2.4912

Summary:
highest occupied orbital energy	-8.7	eV
orbital gap	9.6	eV
total charge	0
SMILES string	CNCN.O
energy relative to the best compared isomer or geometry (same formula, charge and spin)	0.708	eV
calculated total energy	-7263.21557	eV

***

Entry 11:
The following is a quantum chemistry calculation of a cluster of 2 separate species, C2H10N2O in total, from the OMol25 dataset.

Atoms and positions in Å:
N  -1.6996  -2.1423  0.6299
C  -1.1966  -0.8204  1.0971
C  -0.3612  -0.1085  -0.0061
N  -0.0590  1.3295  -0.0216
H  -1.4019  -2.6246  -0.1540
H  -1.7509  -2.7784  1.4619
H  -2.0406  -0.1876  1.3021
H  -0.7267  -1.0501  2.1412
H  -0.9319  -0.2267  -0.8809
H  0.5805  -0.7656  0.0657
H  -0.3152  1.6901  0.9194
H  0.8939  1.3655  -0.0721
O  2.8391  1.8569  -1.9488
H  2.4349  2.4486  -2.5342
H  3.7351  2.0136  -1.9996

Summary:
highest occupied orbital energy	-8.8	eV
orbital gap	9.7	eV
total charge	0
SMILES string	NCCN.O
energy relative to the best compared isomer or geometry (same formula, charge and spin)	1.481	eV
calculated total energy	-7262.44210	eV

***

Entry 12:
The following is a quantum chemistry calculation of a cluster of 2 separate species, C2H10N2O in total, from the OMol25 dataset.

Atoms and positions in Å:
N  1.7133  -1.3545  0.7907
C  1.1058  0.0349  0.4810
C  0.1048  -0.0914  -0.7218
N  -0.7579  1.1645  -0.9367
H  2.4322  -1.5858  0.1081
H  2.1620  -1.2592  1.7009
H  0.6736  0.2264  1.4424
H  1.8239  0.7353  0.2373
H  -0.5577  -0.9411  -0.6187
H  0.6909  -0.1148  -1.6146
H  -0.1649  1.9010  -0.5109
H  -0.8668  1.1720  -1.9263
O  -2.9208  -0.0074  0.9216
H  -2.2879  0.6397  0.5880
H  -3.1504  -0.5195  0.0590

Summary:
highest occupied orbital energy	-9.8	eV
orbital gap	10.6	eV
total charge	0
SMILES string	NCCN.O
energy relative to the best compared isomer or geometry (same formula, charge and spin)	0.910	eV
calculated total energy	-7263.01286	eV

***

Entry 13:
The following is a quantum chemistry calculation of a cluster of 3 separate species, C2H10N2O2 in total, from the OMol25 dataset.

Atoms and positions in Å:
H  1.9434  -0.0537  -0.2629
N  0.9307  -0.0423  0.0311
C  0.0462  -0.1216  -0.9714
N  -1.1269  0.5745  -0.9999
C  -1.0126  2.0390  -0.9237
H  0.1065  -0.9689  -1.8048
H  -1.8705  0.1610  -1.4887
H  -0.1051  2.2983  -0.3334
H  -0.9261  2.5197  -1.9283
H  -1.9279  2.2579  -0.3156
O  1.0358  0.6459  2.7211
H  0.3580  -0.0085  3.2441
H  1.0707  0.2065  1.8594
O  0.3453  -3.3451  0.0305
H  0.1594  -3.5653  1.0007
H  0.9733  -2.5974  0.1417

Summary:
highest occupied orbital energy	-9.1	eV
orbital gap	9.7	eV
total charge	0
SMILES string	[H]/N=C/NC.O.O
energy relative to the best compared isomer or geometry (same formula, charge and spin)	2.013	eV
calculated total energy	-9309.55639	eV

***

Entry 14:
The following is a quantum chemistry calculation of a cluster of 3 separate species, C2H10N2O2 in total, from the OMol25 dataset.

Atoms and positions in Å:
C  0.2159  1.2618  0.5787
N  -1.1410  -0.9283  -0.9858
C  0.2111  -0.8736  -0.5333
N  0.4464  -0.1672  0.7251
H  1.1499  1.8201  0.4256
H  -0.4724  1.4576  -0.2344
H  -0.2966  1.6741  1.4608
H  -1.3953  -1.8765  -1.2381
H  0.6273  -1.8771  -0.4347
H  0.8631  -0.3332  -1.2609
H  -1.8708  -0.4327  -0.3752
H  1.5382  -0.2294  0.7653
O  -2.6287  0.5732  0.4493
H  -3.5847  0.4915  0.5519
H  3.6368  -0.3319  0.1774
O  2.7007  -0.2283  -0.0717

Summary:
highest occupied orbital energy	-9.1	eV
orbital gap	4.7	eV
total charge	0
energy relative to the best compared isomer or geometry (same formula, charge and spin)	8.106	eV
calculated total energy	-9303.46305	eV

***

Entry 15:
The following is a quantum chemistry calculation of a cluster of 3 separate species, C2H10N2O2 in total, from the OMol25 dataset.

Atoms and positions in Å:
C  -1.1891  0.3079  1.4317
N  -0.7515  -0.3036  0.2029
C  -0.8785  0.3296  -0.8870
N  -1.4303  1.5845  -1.0718
H  -1.1033  1.4076  1.4640
H  -0.5678  -0.0531  2.2405
H  -2.2202  0.0217  1.6444
H  -0.5522  -0.1812  -1.7943
H  -1.2546  1.9748  -1.9796
H  -1.3254  2.2276  -0.3063
O  1.6905  -1.3504  1.2946
H  1.4340  -2.2604  1.4868
H  1.0287  -1.1459  0.6015
O  2.1652  -0.6094  -1.6708
H  2.3949  -1.5256  -1.8501
H  2.5597  -0.4243  -0.8065

Summary:
highest occupied orbital energy	-9.4	eV
orbital gap	10.2	eV
total charge	0
SMILES string	C/N=C\N.O.O
energy relative to the best compared isomer or geometry (same formula, charge and spin)	0.330	eV
calculated total energy	-9311.23933	eV

***

Entry 16:
The following is a quantum chemistry calculation of a cluster of 3 separate species, C2H10N2O2 in total, from the OMol25 dataset.

Atoms and positions in Å:
C  2.0681  0.1292  -0.2390
N  1.3284  0.6363  0.9280
C  0.2488  1.2856  0.6641
N  -0.6454  1.7777  1.4891
H  2.9270  -0.4508  0.0678
H  1.4045  -0.4203  -0.9144
H  2.3647  1.0165  -0.7970
H  1.4116  0.1970  1.8383
H  0.1414  1.5086  -0.4065
H  -1.6276  1.6144  1.2151
H  -1.7311  -1.2468  1.1823
H  -2.6697  -2.3108  0.6243
O  -1.8556  -1.8343  0.4276
H  -1.4189  -0.8874  -1.3637
H  -1.1106  -0.6668  -2.7940
O  -0.8355  -0.3481  -1.9221

Summary:
<S²>	0.76
highest occupied orbital energy (alpha / beta)	-15.1 / -15.1	eV
orbital gap (alpha / beta)	11.0 / 7.5	eV
total charge	+1
energy relative to the best compared isomer or geometry (same formula, charge and spin)	0.204	eV
calculated total energy	-9302.53900	eV
2S+1	2

***

In the order shown, the computed strongest force on any atom values come out to 2.81; 7.11; 3.43; 3.75; 2.48; 3.51; 3.60; 1.62; 1.54; 1.49; 3.99; 4.20; 4.51; 3.83; 0.65; 1.29 eV/Å.